# 1
A 9-piece molecular cluster, C42H92F21N6O4P4 overall in a non-equilibrium geometry, computed with the ωB97M-V functional and the def2-TZVPD basis.

The highest occupied orbital energy is -8.15 eV. For the energy, the calculation gives -156403.2032 eV. The spin multiplicity is 1. As for the charge: +1.

Last column: Mulliken charge in e.
Positions of all 169 atoms, in Å:
1 C 1.163 -2.132 0.709  1.815
2 O 0.416 -2.505 1.920  -0.127
3 O 2.257 -2.963 0.604  -1.310
4 C 0.333 -1.968 -0.647  -0.378
5 F 1.208 -1.788 -1.688  -0.007
6 F -0.585 -2.836 -1.018  -0.210
7 F -0.436 -0.838 -0.601  0.130
8 C -0.912 -2.109 2.075  1.185
9 C -1.407 -2.122 3.452  -1.248
10 H -2.433 -1.757 3.491  0.246
11 H -1.499 -3.095 3.935  0.181
12 H -0.734 -1.578 4.114  0.080
13 H -1.578 -2.779 1.531  -0.322
14 H -1.149 -1.086 1.785  -0.317
15 H 1.531 -1.110 0.801  -0.955
16 C 2.870 5.551 8.142  -1.209
17 C 1.776 4.682 7.548  -0.419
18 N 2.167 3.475 6.895  0.282
19 C 2.653 2.269 7.425  -0.745
20 C 2.547 1.276 6.487  -0.201
21 N 2.102 1.874 5.331  0.365
22 C 1.926 3.177 5.552  -0.290
23 C 2.026 1.275 4.018  -0.375
24 H 3.368 5.089 8.994  0.331
25 H 2.577 6.511 8.567  0.378
26 H 3.715 5.785 7.495  0.342
27 H 1.061 5.296 6.999  0.389
28 H 1.270 4.386 8.467  0.300
29 H 2.842 2.157 8.482  0.424
30 H 2.795 0.226 6.440  0.488
31 H 1.607 3.801 4.730  0.424
32 H 1.696 1.980 3.254  -0.109
33 H 1.259 0.501 4.005  0.232
34 H 2.949 0.725 3.833  0.327
35 C 2.215 -5.171 -4.505  -1.204
36 C 2.377 -4.179 -3.253  -0.354
37 N 3.475 -3.187 -3.384  0.461
38 C 4.776 -3.447 -3.008  -0.468
39 C 5.408 -2.249 -3.386  -0.605
40 N 4.521 -1.378 -3.989  0.180
41 C 3.340 -2.020 -4.017  -0.194
42 C 4.681 0.015 -4.269  -0.719
43 H 2.028 -4.747 -5.492  0.323
44 H 1.407 -5.873 -4.296  0.382
45 H 3.067 -5.849 -4.553  0.382
46 H 2.546 -4.746 -2.337  0.480
47 H 1.426 -3.678 -3.069  -0.134
48 H 5.040 -4.385 -2.543  0.490
49 H 6.442 -1.938 -3.409  0.593
50 H 2.453 -1.643 -4.504  0.463
51 H 5.561 0.059 -4.910  0.398
52 H 4.773 0.621 -3.367  0.236
53 H 3.796 0.415 -4.765  0.225
54 C -8.340 5.075 -1.164  -1.453
55 C -6.894 5.252 -0.855  -0.365
56 C -6.043 4.089 -1.281  -0.623
57 C -4.559 4.310 -0.835  -1.385
58 P -3.215 3.240 -1.339  0.218
59 C -1.683 3.630 -0.355  -1.710
60 C -0.491 2.670 -0.502  0.965
61 C 0.712 3.398 0.071  -0.512
62 C 1.915 2.481 0.064  -1.045
63 C -3.805 1.554 -1.076  -0.645
64 C -4.074 1.304 0.448  -0.948
65 C -4.590 -0.136 0.758  0.146
66 C -5.239 -0.355 2.222  -1.671
67 C -2.858 3.588 -3.079  0.114
68 C -2.155 4.868 -3.400  -0.506
69 C -2.551 5.569 -4.705  -0.974
70 C -4.063 6.088 -4.673  -0.979
71 H -9.016 5.913 -0.990  0.370
72 H -8.638 4.203 -0.583  0.366
73 H -8.568 4.707 -2.165  0.336
74 H -6.934 5.412 0.223  0.265
75 H -6.411 6.141 -1.260  0.399
76 H -6.133 4.009 -2.364  0.410
77 H -6.631 3.251 -0.908  0.389
78 H -4.312 4.571 0.194  0.747
79 H -4.404 5.285 -1.297  0.484
80 H -2.112 3.574 0.646  0.882
81 H -1.557 4.710 -0.431  0.723
82 H -0.277 2.287 -1.500  -0.282
83 H -0.686 1.763 0.071  -0.234
84 H 0.639 3.728 1.107  0.254
85 H 1.000 4.198 -0.610  0.363
86 H 1.666 1.667 0.744  -0.104
87 H 2.838 2.917 0.445  0.451
88 H 2.267 2.013 -0.856  0.385
89 H -3.086 0.862 -1.515  0.396
90 H -4.778 1.390 -1.539  0.730
91 H -4.784 2.063 0.776  0.493
92 H -3.205 1.591 1.041  0.480
93 H -3.760 -0.837 0.666  -0.306
94 H -5.332 -0.525 0.061  0.434
95 H -5.365 -1.408 2.474  0.429
96 H -6.258 0.028 2.276  0.451
97 H -4.718 0.171 3.022  0.363
98 H -3.746 3.391 -3.680  0.728
99 H -2.269 2.746 -3.442  -0.274
100 H -1.087 4.671 -3.304  0.314
101 H -2.306 5.628 -2.633  0.414
102 H -2.475 4.891 -5.556  0.346
103 H -1.847 6.383 -4.878  0.435
104 H -4.268 6.892 -5.380  0.396
105 H -4.355 6.569 -3.740  0.211
106 H -4.728 5.241 -4.841  0.271
107 C -4.121 -3.106 -4.317  -0.978
108 N -3.953 -3.846 -3.004  0.331
109 C -3.520 -2.808 -1.917  -1.268
110 C -5.334 -4.395 -2.527  -0.798
111 C -2.770 -4.894 -3.380  -0.730
112 C -2.054 -5.695 -2.182  0.125
113 O -2.986 -6.119 -1.168  -0.548
114 H -3.195 -2.606 -4.604  0.400
115 H -4.806 -2.274 -4.156  0.367
116 H -4.487 -3.755 -5.111  0.372
117 H -2.551 -2.338 -2.085  0.327
118 H -3.298 -3.437 -1.055  0.532
119 H -4.250 -2.073 -1.576  0.361
120 H -6.030 -3.604 -2.246  0.323
121 H -5.108 -4.972 -1.631  0.345
122 H -5.806 -5.018 -3.286  0.330
123 H -2.003 -4.391 -3.969  0.439
124 H -3.230 -5.545 -4.123  0.489
125 H -1.414 -4.926 -1.749  -0.222
126 H -1.412 -6.495 -2.551  0.431
127 H -2.456 -6.268 -0.381  0.467
128 C 8.381 0.915 1.402  -0.992
129 N 7.279 -0.145 1.233  0.146
130 C 7.517 -0.810 -0.125  -1.132
131 C 7.756 -1.249 2.279  -0.835
132 C 5.842 0.476 1.399  -0.776
133 C 4.756 -0.394 0.796  0.937
134 O 4.756 -1.667 1.336  -0.448
135 H 8.275 1.595 0.557  0.456
136 H 9.399 0.533 1.320  0.370
137 H 8.176 1.379 2.366  0.370
138 H 7.069 -1.801 -0.208  0.310
139 H 8.553 -0.829 -0.462  0.419
140 H 7.026 -0.141 -0.832  0.495
141 H 7.250 -2.201 2.124  0.287
142 H 7.425 -0.899 3.257  0.400
143 H 8.817 -1.416 2.097  0.432
144 H 6.013 1.356 0.778  0.286
145 H 5.829 0.822 2.433  0.383
146 H 4.985 -0.432 -0.269  -0.324
147 H 3.741 -0.010 0.902  -0.043
148 H 3.911 -2.085 1.153  0.269
149 P 2.463 -2.795 5.569  1.571
150 F 2.373 -2.248 3.977  -0.452
151 F 3.359 -3.935 4.979  -0.361
152 F 3.681 -1.846 5.851  -0.407
153 F 2.565 -3.440 7.079  -0.391
154 F 1.402 -1.552 6.041  -0.434
155 F 1.154 -3.770 5.489  -0.369
156 P -0.016 0.789 -4.807  1.416
157 F 1.431 1.019 -5.554  -0.450
158 F 0.827 0.580 -3.454  -0.381
159 F -0.130 2.425 -4.641  -0.379
160 F -1.363 0.559 -3.960  -0.445
161 F -0.760 1.043 -6.220  -0.379
162 F 0.032 -0.931 -5.114  -0.383
163 P -1.460 -6.158 2.534  1.350
164 F -2.066 -6.829 1.198  -0.514
165 F -0.608 -5.093 1.607  -0.388
166 F -2.701 -5.090 2.520  -0.335
167 F -0.740 -5.492 3.838  -0.332
168 F -2.389 -7.152 3.515  -0.406
169 F -0.171 -7.224 2.384  -0.408

# 2
A 13-piece molecular cluster, C42H94F21N8O14P2S3 overall in a non-equilibrium geometry, computed with the ωB97M-V functional and the def2-TZVPD basis.

The highest occupied orbital energy is -13.80 eV. For the energy, the calculation gives -193801.2203 eV. The relative energy (zero: lowest compared OMol25 entry of this formula, charge and spin) is 0.00 kJ/mol. The spin multiplicity is 1. As for the charge: +3.

Last column: Mulliken charge in e.
Positions of all 184 atoms, in Å:
1 C -5.907 18.058 -4.541  -0.896
2 C -6.743 18.438 -5.738  0.460
3 O -7.003 17.745 -6.645  -0.309
4 N -7.341 19.845 -5.739  -0.138
5 H -6.741 20.422 -5.143  0.433
6 H -7.251 20.298 -6.654  0.405
7 C -8.786 19.843 -5.263  -0.884
8 H -5.552 18.825 -3.858  0.401
9 H -5.119 17.384 -4.878  0.369
10 H -6.506 17.354 -3.952  0.106
11 H -8.990 20.913 -5.274  0.435
12 H -8.836 19.515 -4.229  0.343
13 H -9.386 19.234 -5.930  0.303
14 C -13.172 18.754 -8.430  -1.190
15 C -11.937 18.047 -7.978  0.477
16 O -11.684 17.660 -6.890  -0.389
17 N -10.750 18.232 -8.959  0.167
18 H -10.994 18.477 -9.926  0.479
19 H -10.273 19.019 -8.525  0.412
20 C -9.848 17.015 -9.121  -0.032
21 H -13.374 18.614 -9.493  0.342
22 H -13.281 19.817 -8.209  0.406
23 H -13.953 18.260 -7.847  0.214
24 H -9.061 17.384 -9.774  0.616
25 H -10.399 16.204 -9.567  0.114
26 H -9.390 16.717 -8.183  -0.665
27 C -11.708 14.201 -0.812  -0.831
28 C -10.928 15.409 -1.195  0.446
29 O -11.201 16.166 -2.061  -0.465
30 N -9.752 15.702 -0.325  -0.103
31 H -9.608 16.703 -0.171  0.425
32 H -9.842 15.326 0.625  0.433
33 C -8.470 15.003 -0.798  -0.667
34 H -12.286 14.565 0.049  0.532
35 H -11.096 13.352 -0.512  0.329
36 H -12.445 13.933 -1.562  -0.031
37 H -7.676 15.246 -0.098  0.408
38 H -8.312 15.338 -1.819  0.247
39 H -8.692 13.938 -0.769  0.286
40 C -15.423 17.108 -3.874  -1.422
41 C -15.440 15.763 -4.510  0.324
42 O -14.625 15.334 -5.239  -0.096
43 N -16.630 14.885 -4.122  0.276
44 H -17.170 15.371 -3.405  0.513
45 H -17.292 14.827 -4.906  0.209
46 C -16.108 13.561 -3.594  -0.923
47 H -15.751 17.100 -2.833  0.450
48 H -16.042 17.765 -4.490  0.349
49 H -14.405 17.488 -3.820  0.299
50 H -15.421 13.864 -2.804  0.429
51 H -15.469 13.122 -4.356  0.206
52 H -16.858 12.886 -3.196  0.439
53 C -17.863 11.103 -8.268  -0.343
54 C -17.560 9.905 -7.438  0.233
55 O -16.707 9.790 -6.625  -0.466
56 N -18.374 8.663 -7.755  -0.067
57 H -18.403 8.125 -6.887  0.430
58 H -19.350 8.861 -7.985  0.434
59 C -17.838 7.836 -8.893  -0.783
60 H -17.198 11.941 -8.078  -0.527
61 H -18.835 11.474 -7.923  0.572
62 H -17.834 10.910 -9.340  0.440
63 H -16.811 7.531 -8.705  0.230
64 H -17.926 8.511 -9.740  0.400
65 H -18.458 6.948 -8.992  0.378
66 C -10.512 7.060 -6.891  -1.843
67 C -11.984 7.325 -6.630  0.967
68 C -12.296 6.985 -5.197  -1.085
69 N -13.634 7.526 -4.771  0.884
70 C -14.718 6.867 -5.599  -1.015
71 C -13.895 7.235 -3.284  -0.759
72 C -14.254 8.532 -2.602  -0.508
73 C -14.761 9.450 -3.709  -0.351
74 C -13.775 9.064 -4.797  0.628
75 H -10.302 5.988 -6.892  0.584
76 H -9.942 7.723 -6.244  0.135
77 H -10.261 7.249 -7.939  0.387
78 H -12.610 6.701 -7.271  0.649
79 H -12.223 8.367 -6.854  -0.601
80 H -11.579 7.505 -4.554  0.151
81 H -12.207 5.914 -5.015  0.603
82 H -14.566 5.789 -5.553  0.256
83 H -14.685 7.289 -6.600  0.342
84 H -15.670 6.983 -5.083  0.521
85 H -14.795 6.623 -3.240  0.302
86 H -13.097 6.744 -2.733  0.407
87 H -14.999 8.389 -1.818  0.560
88 H -13.386 8.956 -2.097  -0.021
89 H -15.746 9.240 -4.123  0.477
90 H -14.591 10.511 -3.544  -0.114
91 H -14.102 9.185 -5.830  -0.260
92 H -12.820 9.539 -4.566  -0.208
93 C -3.996 6.759 -6.725  -1.489
94 C -5.416 7.323 -6.656  -0.113
95 C -5.412 8.686 -5.942  -0.948
96 N -6.757 9.256 -5.552  0.543
97 C -7.610 8.316 -4.731  -1.055
98 C -7.557 9.717 -6.757  0.066
99 C -6.765 10.942 -7.281  -0.214
100 C -6.210 11.616 -6.021  -0.585
101 C -6.471 10.637 -4.895  -0.290
102 H -3.535 6.670 -5.741  0.373
103 H -3.335 7.420 -7.292  0.362
104 H -3.963 5.812 -7.259  0.404
105 H -5.988 6.556 -6.132  0.277
106 H -5.806 7.438 -7.668  0.308
107 H -4.956 9.411 -6.609  0.429
108 H -4.840 8.605 -5.018  0.499
109 H -7.890 7.594 -5.498  0.547
110 H -8.524 8.774 -4.362  0.006
111 H -6.983 7.781 -4.023  0.457
112 H -8.523 9.955 -6.312  -0.401
113 H -7.627 8.945 -7.520  0.499
114 H -7.347 11.610 -7.917  -0.260
115 H -5.970 10.623 -7.954  0.572
116 H -6.711 12.554 -5.790  0.338
117 H -5.136 11.773 -6.106  0.387
118 H -7.362 10.923 -4.337  -0.014
119 H -5.612 10.428 -4.261  0.495
120 C -9.710 15.556 -5.367  -1.138
121 C -10.895 14.622 -5.727  0.922
122 C -10.363 13.576 -6.671  0.551
123 N -11.397 12.754 -7.438  0.849
124 C -10.709 11.553 -8.066  -0.482
125 C -12.018 13.602 -8.566  0.330
126 C -13.349 12.977 -8.869  -0.273
127 C -13.828 12.607 -7.485  1.015
128 C -12.638 12.202 -6.639  1.341
129 H -9.208 15.900 -6.273  -0.330
130 H -8.920 15.006 -4.838  0.295
131 H -9.974 16.338 -4.652  0.461
132 H -11.668 15.314 -6.058  -0.038
133 H -11.251 14.197 -4.788  -0.078
134 H -9.744 12.847 -6.146  -0.044
135 H -9.760 13.947 -7.504  -0.401
136 H -11.516 10.987 -8.532  0.122
137 H -10.439 10.898 -7.236  -0.276
138 H -9.917 11.953 -8.693  0.372
139 H -11.266 13.495 -9.345  0.236
140 H -12.151 14.584 -8.114  -0.611
141 H -13.171 12.089 -9.480  -0.329
142 H -13.983 13.617 -9.475  0.578
143 H -14.639 11.877 -7.491  -0.811
144 H -14.328 13.491 -7.072  -0.284
145 H -12.547 11.128 -6.506  -0.159
146 H -12.578 12.762 -5.709  -0.488
147 C -16.855 15.515 -8.626  0.481
148 F -16.222 14.584 -9.324  -0.123
149 F -16.007 15.899 -7.631  -0.196
150 F -17.190 16.557 -9.343  -0.203
151 S -18.378 14.780 -7.805  1.082
152 O -18.927 13.906 -8.820  -0.654
153 O -17.814 14.106 -6.630  -0.774
154 O -19.218 15.922 -7.521  -0.695
155 C -10.462 10.212 -1.935  0.273
156 F -9.133 10.189 -1.774  -0.238
157 F -10.910 8.989 -2.171  -0.128
158 F -10.977 10.715 -0.812  -0.246
159 S -10.818 11.395 -3.374  0.909
160 O -10.493 10.591 -4.534  -0.814
161 O -12.252 11.671 -3.273  -0.422
162 O -9.916 12.528 -3.152  -0.406
163 C -12.641 8.837 -10.587  0.470
164 F -12.559 10.036 -11.141  -0.193
165 F -12.750 7.907 -11.539  -0.231
166 F -11.513 8.588 -9.918  -0.182
167 S -14.141 8.715 -9.427  1.382
168 O -13.749 9.573 -8.321  -1.031
169 O -15.329 9.133 -10.166  -0.670
170 O -14.124 7.301 -9.060  -0.755
171 P -12.801 15.734 -11.627  1.085
172 F -12.625 15.632 -13.210  -0.322
173 F -13.771 14.426 -11.550  -0.311
174 F -11.538 14.758 -11.426  -0.314
175 F -12.881 16.060 -10.035  -0.346
176 F -11.729 17.043 -11.637  -0.437
177 F -14.037 16.739 -11.853  -0.413
178 P -7.304 14.367 -9.819  1.515
179 F -8.047 13.354 -8.709  -0.735
180 F -7.220 13.030 -10.696  -0.402
181 F -8.787 14.718 -10.408  -0.341
182 F -6.772 15.431 -10.895  -0.363
183 F -7.445 15.634 -8.752  -0.425
184 F -5.835 14.102 -9.221  -0.412

Question: Number 2 is which compound?
Answer: C42H94F21N8O14P2S3

Question: Among the records above, which one has the lowest charge?
Answer: C42H92F21N6O4P4

Question: Which value of charge does entry 2 give?
Answer: +3